The following is a quantum chemistry calculation of 2 unconnected molecules or ions with the total composition C7H11NO2S2 in a non-equilibrium geometry, from the OMol25 dataset.

Element x y z (Å)
C 1.3301 -0.2655 1.5122
C -0.0817 -0.8977 -0.4448
C -2.9439 -0.2360 -0.9471
C -0.5251 2.2099 0.3253
C 3.8776 -0.3915 0.0664
C -2.3802 -1.1980 0.0503
C 1.2225 -0.4892 0.1493
N 1.5155 -0.0180 2.6196
O -0.1156 -1.2659 -1.5629
O -1.0058 -0.8527 0.4481
S 0.8832 1.9077 -0.7099
S 2.4431 -1.1237 -0.8349
H -3.7638 -0.5511 -1.5285
H -3.3281 0.7520 -0.5396
H -2.2007 -0.0953 -1.8090
H -0.5858 1.2848 0.9892
H -1.4142 2.3242 -0.3237
H -0.2514 3.1200 0.9162
H 4.8046 -0.7289 -0.2697
H 3.6892 -0.8962 1.1193
H 4.0099 0.6982 0.2759
H -2.2803 -2.1407 -0.5075
H -2.8990 -1.1463 1.0059

HOMO-LUMO gap (alpha / beta) = 0.257 / 0.260 Eh
calculated total energy = -1274.821853 Ha
HOMO energy (alpha / beta) = -8.47 / -8.73 eV
relative energy (zero: lowest compared OMol25 entry of this formula, charge and spin) = 87.5 kcal/mol
2S+1 = 1

The following is a quantum chemistry calculation of a single C4H6O2 molecule, from the OMol25 dataset.

Element x y z (Å)
O 0.8159 2.1932 0.1864
C 0.4659 1.0430 0.0901
C -0.9657 0.5325 0.0069
C -0.8228 -0.9888 -0.0992
O 0.5775 -1.3093 -0.0881
C 1.3881 -0.1657 0.0318
H -1.4550 0.9894 -0.8601
H -1.5125 0.8608 0.8971
H -1.3021 -1.5033 0.7433
H -1.2603 -1.3789 -1.0276
H 2.0716 -0.0672 -0.8249
H 1.9994 -0.2055 0.9444

HOMO-LUMO gap = 0.393 Eh
calculated total energy = -306.470979 Ha
SMILES = O=C1CCOC1
HOMO energy = -9.82 eV
relative energy (zero: lowest compared OMol25 entry of this formula, charge and spin) = 22.2 kcal/mol
2S+1 = 1

The following is a quantum chemistry calculation of a molecular structure, C57H64Ge2N6O4OsS4 in a non-equilibrium geometry, from the OMol25 dataset.

Element x y z (Å)
Os -2.3400 -0.4941 -2.0697
C 2.8855 -4.0418 5.5299
C 2.0096 -2.8937 5.0930
C 2.4578 -1.5824 5.1639
C 1.6428 -0.5075 4.8289
C 2.1809 0.9033 4.9065
C 0.3273 -0.7567 4.4211
C -0.1367 -2.0740 4.3064
C -1.5505 -2.3765 3.8524
C 0.7197 -3.1202 4.6337
C -0.6406 0.3778 4.3236
C -1.0376 0.9142 5.5485
C -2.0007 1.9006 5.6285
C -2.6138 2.3591 4.4762
C -2.2495 1.8584 3.2324
C -1.2347 0.8793 3.1501
Ge -0.7242 0.2765 1.3573
S -2.4888 -0.5814 0.2911
S 1.0740 -1.0800 1.2092
Ge 1.4058 -0.0485 -0.7581
S 0.1799 -0.6956 -2.5026
S 0.2620 1.8164 -0.0088
C 3.2939 0.2753 -1.1820
C 4.1304 -0.8453 -1.2126
C 5.4769 -0.6725 -1.5153
C 5.9848 0.5912 -1.7733
C 5.1510 1.6992 -1.7265
C 3.7953 1.5630 -1.4404
C 2.9578 2.7999 -1.3948
C 3.0218 3.6328 -0.2715
C 3.8996 3.3069 0.9167
C 2.2637 4.8036 -0.2539
C 1.4412 5.1563 -1.3091
C 0.6196 6.4221 -1.2781
C 1.4035 4.3172 -2.4227
C 2.1630 3.1572 -2.4961
C 2.1623 2.3270 -3.7614
C 3.6106 -2.2237 -0.9591
C 3.8180 -2.8246 0.2813
C 4.5161 -2.1084 1.4116
C 3.3885 -4.1387 0.4713
C 2.7920 -4.8702 -0.5438
C 2.3996 -6.3141 -0.3424
C 2.6085 -4.2547 -1.7802
C 3.0179 -2.9490 -2.0112
C 2.9031 -2.3505 -3.3977
C -3.0143 2.3614 2.0474
C -2.6653 3.5527 1.4049
C -1.4748 4.3858 1.8305
C -3.4773 4.0167 0.3686
C -4.6033 3.3288 -0.0502
C -5.4554 3.8427 -1.1865
C -4.9427 2.1518 0.6091
C -4.1864 1.6666 1.6713
C -4.6676 0.4743 2.4658
H 3.9275 -3.7374 5.6299
H 2.8266 -4.8768 4.8293
H 2.5550 -4.4192 6.5000
H 3.4719 -1.3877 5.5055
H 3.2711 0.8967 4.9299
H 1.8324 1.4155 5.8069
H 1.8525 1.4972 4.0495
H -2.2716 -1.6787 4.2818
H -1.8380 -3.3884 4.1389
H -1.6352 -2.3102 2.7601
H 0.3570 -4.1444 4.5620
H -0.5911 0.5158 6.4540
H -2.2908 2.2992 6.5945
H -3.3852 3.1212 4.5290
H 6.1225 -1.5438 -1.5442
H 7.0351 0.7145 -2.0120
H 5.5475 2.6918 -1.9147
H 4.1629 2.2506 0.9594
H 3.4001 3.5828 1.8483
H 4.8309 3.8777 0.8676
H 2.3246 5.4531 0.6167
H 0.8824 7.0485 -0.4264
H -0.4491 6.1908 -1.2097
H 0.7663 7.0023 -2.1906
H 0.7895 4.6010 -3.2736
H 1.6647 2.8598 -4.5731
H 1.6491 1.3682 -3.6239
H 3.1806 2.0926 -4.0760
H 4.7778 -1.0821 1.1591
H 5.4349 -2.6361 1.6840
H 3.8775 -2.0907 2.2885
H 3.5603 -4.6059 1.4383
H 2.5124 -6.6171 0.6989
H 3.0275 -6.9674 -0.9521
H 1.3657 -6.4931 -0.6470
H 2.1738 -4.8271 -2.5984
H 2.3603 -3.0196 -4.0667
H 3.8950 -2.1766 -3.8230
H 2.3947 -1.3863 -3.3898
H -0.8008 3.8365 2.4887
H -1.8116 5.2756 2.3692
H -0.9114 4.7247 0.9559
H -3.2148 4.9539 -0.1191
H -5.0289 4.7448 -1.6258
H -6.4615 4.0831 -0.8367
H -5.5608 3.0844 -1.9690
H -5.8421 1.6137 0.3140
H -5.4908 -0.0256 1.9537
H -5.0206 0.7943 3.4494
H -3.8716 -0.2530 2.6366
C -2.4259 1.5000 -5.9247
C -2.3136 1.0936 -4.4952
N -2.3332 -0.1456 -4.1130
O -2.4988 -1.0609 -5.1253
C -2.1026 2.0377 -3.4204
C -1.9651 3.5067 -3.6178
N -1.9952 1.4767 -2.2231
O -1.6465 2.1949 -1.2079
H -3.1268 0.8562 -6.4500
H -1.4545 1.3848 -6.4166
H -2.7426 2.5368 -6.0143
H -1.7800 -1.6979 -5.0084
H -1.3394 3.7328 -4.4823
H -1.5189 3.9419 -2.7276
H -2.9458 3.9632 -3.7753
C -0.8578 -5.5411 -0.3836
N -1.7758 -4.8471 -1.3069
C -2.7279 -5.5151 -1.9930
C -3.6047 -4.8744 -2.7872
C -3.5253 -3.4587 -2.8610
N -2.5792 -2.7682 -2.1902
C -1.6611 -3.4643 -1.4098
O -0.7413 -2.9148 -0.8278
N -4.4093 -2.8078 -3.6138
H -0.8045 -6.5899 -0.6622
H -1.2170 -5.4514 0.6409
H 0.1251 -5.0870 -0.4425
H -2.7356 -6.5918 -1.8824
H -4.3550 -5.4126 -3.3470
H -5.1348 -3.3113 -4.0926
H -4.3789 -1.8134 -3.7108
O -5.0476 -0.7760 -1.3516
N -4.1947 -0.3331 -1.9876

HOMO-LUMO gap (alpha / beta) = 0.250 / 0.155 Eh
calculated total energy = -8676.777137 Ha
HOMO energy (alpha / beta) = -12.37 / -12.37 eV
relative energy (zero: lowest compared OMol25 entry of this formula, charge and spin) = 0.0 kcal/mol
net charge = +2
2S+1 = 5

The following is a quantum chemistry calculation of a single C3H5NS molecule in a non-equilibrium geometry, from the OMol25 dataset.

Element x y z (Å)
C 1.1985 -0.5646 -0.3186
C -0.6107 1.1023 -0.0919
C -0.9483 -0.4685 0.3427
H 1.1670 -1.5341 -0.8026
H -1.3483 1.5701 -0.5912
H 0.3491 1.5110 0.5237
H -2.0734 -1.0067 0.1744
H -0.3747 -0.7775 1.4549
N 0.0409 -0.0523 -0.7302
S 2.5999 0.2204 0.0386

HOMO-LUMO gap = 0.327 Eh
calculated total energy = -570.092074 Ha
SMILES = S=CN1CC1
HOMO energy = -8.80 eV
relative energy (zero: lowest compared OMol25 entry of this formula, charge and spin) = 89.4 kcal/mol
2S+1 = 1

The following is a quantum chemistry calculation of a molecular structure, C5H9NO in a non-equilibrium geometry, from the OMol25 dataset.

Element x y z (Å)
C 1.3455 0.7168 0.0596
C 0.1789 -0.2453 0.1823
C 0.6246 -1.4794 1.0049
C -1.2581 1.1749 -0.0016
N -1.2868 0.5625 -1.2573
C -0.6592 -0.6357 -0.9940
O -0.8985 -1.7275 -1.4621
H 2.2815 0.2322 -0.2441
H 1.5114 1.1498 1.0541
H 1.1159 1.5265 -0.6325
H 1.0193 -1.2267 1.9909
H 1.4704 -1.9613 0.4725
H -0.1263 -2.2680 1.1005
H -1.9920 0.8771 0.7345
H -1.2157 2.2811 -0.0637
H -1.5935 0.9183 -2.1456

HOMO-LUMO gap = 0.352 Eh
calculated total energy = -325.829673 Ha
HOMO energy = -8.82 eV
relative energy (zero: lowest compared OMol25 entry of this formula, charge and spin) = 67.7 kcal/mol
2S+1 = 1